[1]
A 8-piece molecular cluster, C59H130F3N7O3S overall at a distorted geometry, computed with the ωB97M-V functional and the def2-TZVPD basis.

## Properties
largest force on an atom	3.2	eV Å⁻¹
charge	+6
highest occupied orbital energy	-15.02	eV
orbital gap	7.325	eV
total energy	-3630.66700	hartree
multiplicity	1
LUMO	-7.695	eV

Positions of all 203 atoms, in Å:
C (-14.32, 11.46, -0.34)
C (-15.12, 12.55, 0.41)
C (-16.54, 12.13, 0.80)
N (-17.35, 13.24, 1.52)
C (-16.61, 13.87, 2.72)
C (-17.82, 14.25, 0.47)
C (-19.30, 13.82, -0.01)
C (-19.64, 12.49, 0.69)
C (-18.75, 12.69, 1.94)
H (-13.84, 10.88, 0.45)
H (-13.58, 11.87, -1.03)
H (-14.93, 10.90, -1.06)
H (-15.21, 13.53, -0.07)
H (-14.55, 12.68, 1.33)
H (-16.56, 11.39, 1.60)
H (-17.14, 11.74, -0.03)
H (-17.17, 14.77, 3.00)
H (-15.61, 14.12, 2.39)
H (-16.62, 13.10, 3.50)
H (-17.71, 15.21, 0.99)
H (-17.17, 14.42, -0.38)
H (-19.95, 14.61, 0.36)
H (-19.44, 13.84, -1.09)
H (-20.67, 12.42, 1.03)
H (-19.29, 11.54, 0.29)
H (-19.23, 13.44, 2.57)
H (-18.61, 11.69, 2.35)
C (-24.98, 21.89, -6.17)
C (-24.13, 21.20, -7.14)
C (-23.02, 20.23, -6.53)
N (-22.01, 19.59, -7.51)
C (-20.82, 18.97, -6.70)
C (-21.49, 20.57, -8.56)
C (-21.99, 20.05, -9.92)
C (-22.11, 18.57, -9.72)
C (-22.73, 18.42, -8.32)
H (-25.82, 22.38, -6.67)
H (-24.47, 22.59, -5.52)
H (-25.53, 21.20, -5.54)
H (-23.73, 22.06, -7.68)
H (-24.66, 20.56, -7.84)
H (-23.37, 19.38, -5.94)
H (-22.43, 20.76, -5.79)
H (-21.13, 18.24, -5.96)
H (-20.29, 19.82, -6.26)
H (-20.22, 18.43, -7.43)
H (-20.41, 20.43, -8.49)
H (-21.73, 21.57, -8.22)
H (-21.23, 20.12, -10.69)
H (-22.97, 20.40, -10.26)
H (-21.14, 18.09, -9.83)
H (-22.78, 18.02, -10.38)
H (-22.62, 17.44, -7.87)
H (-23.79, 18.67, -8.30)
C (-26.50, 13.01, 14.91)
C (-27.20, 14.23, 14.18)
C (-26.54, 15.53, 14.49)
N (-27.07, 16.81, 13.78)
C (-28.39, 17.23, 14.38)
C (-27.32, 16.51, 12.27)
C (-27.23, 17.86, 11.60)
C (-26.19, 18.64, 12.38)
C (-26.13, 17.97, 13.81)
H (-27.01, 12.05, 14.83)
H (-26.25, 13.10, 15.96)
H (-25.53, 12.85, 14.43)
H (-28.27, 14.38, 14.34)
H (-27.20, 14.06, 13.11)
H (-25.54, 15.35, 14.09)
H (-26.45, 15.82, 15.54)
H (-29.24, 16.66, 14.00)
H (-28.54, 18.27, 14.10)
H (-28.37, 17.07, 15.45)
H (-28.26, 15.97, 12.17)
H (-26.51, 15.93, 11.82)
H (-28.25, 18.19, 11.79)
H (-26.94, 17.94, 10.55)
H (-26.38, 19.71, 12.31)
H (-25.19, 18.58, 11.94)
H (-26.16, 18.59, 14.71)
H (-25.12, 17.55, 13.88)
C (-33.71, 14.62, 4.58)
C (-34.55, 15.18, 5.78)
C (-35.36, 14.10, 6.51)
N (-36.11, 14.58, 7.81)
C (-37.25, 15.53, 7.36)
C (-36.61, 13.35, 8.64)
C (-36.02, 13.51, 10.03)
C (-35.81, 15.02, 10.21)
C (-35.22, 15.33, 8.85)
H (-34.28, 14.52, 3.65)
H (-33.35, 13.61, 4.79)
H (-32.75, 15.05, 4.30)
H (-35.17, 15.96, 5.34)
H (-33.85, 15.71, 6.44)
H (-34.67, 13.33, 6.86)
H (-36.12, 13.66, 5.88)
H (-37.76, 15.86, 8.27)
H (-37.99, 14.88, 6.90)
H (-36.98, 16.37, 6.72)
H (-37.70, 13.35, 8.65)
H (-36.26, 12.37, 8.31)
H (-36.82, 13.18, 10.69)
H (-35.09, 12.96, 10.17)
H (-36.75, 15.54, 10.36)
H (-35.16, 15.18, 11.08)
H (-35.28, 16.38, 8.59)
H (-34.24, 14.89, 8.66)
C (-26.57, 25.55, 4.45)
C (-25.12, 25.74, 4.01)
C (-24.17, 24.63, 4.45)
N (-22.80, 24.61, 3.64)
C (-21.75, 23.84, 4.48)
C (-22.31, 26.00, 3.14)
C (-21.27, 25.74, 2.08)
C (-21.64, 24.36, 1.55)
C (-22.86, 23.79, 2.33)
H (-27.17, 26.09, 3.73)
H (-26.80, 25.90, 5.46)
H (-26.84, 24.49, 4.48)
H (-24.67, 26.71, 4.22)
H (-25.18, 25.80, 2.92)
H (-24.64, 23.65, 4.37)
H (-23.93, 24.81, 5.50)
H (-20.79, 24.06, 4.02)
H (-21.76, 22.75, 4.52)
H (-21.80, 24.31, 5.47)
H (-21.94, 26.49, 4.04)
H (-23.07, 26.66, 2.73)
H (-20.26, 25.58, 2.45)
H (-21.19, 26.55, 1.35)
H (-20.81, 23.66, 1.62)
H (-21.92, 24.43, 0.50)
H (-22.92, 22.71, 2.45)
H (-23.81, 24.05, 1.88)
C (-32.26, 26.52, -1.61)
C (-32.86, 25.50, -0.64)
C (-34.27, 25.11, -1.20)
N (-35.03, 23.95, -0.49)
C (-36.38, 23.71, -1.19)
C (-37.43, 24.77, -0.80)
C (-37.59, 25.16, 0.69)
C (-36.20, 25.40, 1.31)
C (-35.20, 24.20, 1.03)
C (-34.26, 22.63, -0.61)
H (-32.88, 27.41, -1.63)
H (-32.16, 26.17, -2.64)
H (-31.24, 26.79, -1.33)
H (-32.97, 26.15, 0.24)
H (-32.22, 24.68, -0.34)
H (-34.21, 24.81, -2.25)
H (-34.99, 25.93, -1.21)
H (-36.06, 23.84, -2.23)
H (-36.85, 22.73, -1.08)
H (-37.19, 25.65, -1.42)
H (-38.42, 24.43, -1.09)
H (-38.28, 26.00, 0.75)
H (-38.07, 24.34, 1.22)
H (-35.74, 26.24, 0.80)
H (-36.26, 25.60, 2.38)
H (-34.19, 24.43, 1.38)
H (-35.55, 23.29, 1.51)
H (-34.91, 21.78, -0.42)
H (-33.42, 22.73, 0.08)
H (-33.93, 22.59, -1.65)
C (-27.87, 12.67, -4.70)
C (-29.16, 13.42, -5.22)
C (-29.00, 14.73, -6.04)
N (-30.31, 15.12, -6.79)
C (-30.37, 14.39, -8.13)
C (-31.62, 14.79, -8.92)
C (-32.91, 14.53, -8.04)
C (-32.88, 15.30, -6.69)
C (-31.62, 14.99, -5.88)
C (-30.14, 16.67, -7.05)
H (-28.13, 11.70, -4.27)
H (-27.30, 13.24, -3.97)
H (-27.20, 12.33, -5.49)
H (-29.74, 13.70, -4.34)
H (-29.68, 12.66, -5.79)
H (-28.22, 14.63, -6.80)
H (-28.69, 15.49, -5.33)
H (-30.33, 13.34, -7.84)
H (-29.47, 14.46, -8.74)
H (-31.78, 14.14, -9.78)
H (-31.43, 15.76, -9.38)
H (-33.22, 13.50, -7.87)
H (-33.86, 14.85, -8.47)
H (-33.79, 15.26, -6.09)
H (-32.88, 16.39, -6.81)
H (-31.70, 13.96, -5.54)
H (-31.45, 15.60, -4.99)
H (-30.21, 17.13, -6.07)
H (-31.02, 17.00, -7.61)
H (-29.23, 16.89, -7.60)
C (-27.03, 18.05, 2.68)
F (-28.07, 18.27, 3.45)
F (-25.85, 18.52, 3.17)
F (-27.04, 16.72, 2.51)
S (-27.22, 18.93, 0.98)
O (-28.45, 18.44, 0.28)
O (-27.36, 20.35, 1.33)
O (-25.98, 18.62, 0.27)

Atom charges from the Löwdin analysis, given in e for atoms 1 to 2: number 1, C, carries -0.065; number 2, C, carries -0.218

[2]
A 11-piece molecular cluster, C59H132N7O14 overall at a distorted geometry, computed with the ωB97M-V functional and the def2-TZVPD basis.

## Properties
largest force on an atom	4.0	eV Å⁻¹
charge	+3
highest occupied orbital energy	-10.50	eV
orbital gap	4.798	eV
total energy	-3762.95426	hartree
multiplicity	1
ΔE to the lowest compared entry with this formula, charge and spin	0.0	kcal per mole
LUMO	-5.705	eV

Positions of all 212 atoms, in Å:
C (-8.42, 15.06, -15.46)
C (-9.69, 14.88, -14.66)
C (-9.29, 14.80, -13.18)
N (-10.14, 13.96, -12.27)
C (-11.61, 14.26, -12.51)
C (-12.53, 13.62, -11.48)
C (-12.11, 13.86, -10.05)
C (-10.62, 13.60, -9.82)
C (-9.76, 14.30, -10.83)
C (-9.80, 12.52, -12.53)
H (-8.60, 15.21, -16.53)
H (-7.81, 14.15, -15.40)
H (-7.77, 15.87, -15.12)
H (-10.19, 13.97, -15.03)
H (-10.42, 15.67, -14.83)
H (-9.22, 15.81, -12.78)
H (-8.29, 14.38, -13.10)
H (-11.64, 15.35, -12.47)
H (-11.82, 13.90, -13.51)
H (-13.57, 13.87, -11.70)
H (-12.47, 12.53, -11.65)
H (-12.26, 14.92, -9.83)
H (-12.58, 13.25, -9.28)
H (-10.34, 13.85, -8.80)
H (-10.43, 12.52, -9.90)
H (-9.85, 15.38, -10.69)
H (-8.69, 14.06, -10.82)
H (-10.09, 12.30, -13.56)
H (-10.42, 11.86, -11.93)
H (-8.73, 12.40, -12.40)
C (-12.53, 11.12, -15.15)
C (-11.24, 10.79, -15.89)
C (-11.31, 11.21, -17.34)
N (-10.02, 11.08, -18.14)
C (-9.53, 9.67, -18.01)
C (-8.39, 9.38, -18.95)
C (-8.79, 9.64, -20.39)
C (-9.28, 11.09, -20.59)
C (-10.40, 11.38, -19.60)
C (-9.00, 12.05, -17.64)
H (-12.64, 10.35, -14.39)
H (-13.38, 11.04, -15.82)
H (-12.56, 12.14, -14.76)
H (-11.10, 9.71, -15.96)
H (-10.31, 11.15, -15.44)
H (-11.54, 12.27, -17.47)
H (-12.05, 10.65, -17.90)
H (-10.38, 9.00, -18.16)
H (-9.15, 9.47, -17.00)
H (-7.98, 8.37, -18.86)
H (-7.48, 9.91, -18.62)
H (-9.61, 9.04, -20.78)
H (-7.89, 9.49, -20.99)
H (-9.74, 11.08, -21.58)
H (-8.49, 11.84, -20.52)
H (-11.16, 10.62, -19.74)
H (-10.82, 12.38, -19.56)
H (-9.45, 13.02, -17.45)
H (-8.24, 12.11, -18.42)
H (-8.47, 11.63, -16.80)
C (-0.94, 14.55, -14.74)
C (-1.05, 15.93, -14.09)
C (-1.31, 15.80, -12.60)
N (-1.60, 17.06, -11.84)
C (-1.89, 16.66, -10.41)
C (-1.97, 17.81, -9.41)
C (-0.80, 18.78, -9.53)
C (-0.62, 19.20, -10.99)
C (-0.40, 18.00, -11.89)
C (-2.84, 17.71, -12.43)
H (-1.54, 14.54, -15.64)
H (-1.14, 13.68, -14.11)
H (0.12, 14.34, -14.93)
H (-1.75, 16.59, -14.59)
H (-0.07, 16.40, -14.22)
H (-0.38, 15.41, -12.16)
H (-2.09, 15.10, -12.32)
H (-1.05, 16.02, -10.15)
H (-2.79, 16.06, -10.32)
H (-1.95, 17.38, -8.41)
H (-2.88, 18.38, -9.60)
H (0.12, 18.39, -9.11)
H (-1.03, 19.69, -8.97)
H (0.29, 19.80, -10.99)
H (-1.51, 19.73, -11.34)
H (0.47, 17.40, -11.61)
H (-0.33, 18.27, -12.94)
H (-3.26, 18.38, -11.69)
H (-3.50, 16.89, -12.68)
H (-2.50, 18.27, -13.29)
C (-5.47, 5.53, -14.54)
C (-4.96, 4.08, -14.73)
C (-4.52, 3.54, -13.38)
N (-4.08, 2.08, -13.43)
C (-5.19, 1.19, -13.92)
C (-5.00, -0.28, -13.64)
C (-4.80, -0.48, -12.15)
C (-3.56, 0.27, -11.68)
C (-3.66, 1.76, -11.98)
C (-2.83, 1.96, -14.22)
H (-5.77, 5.98, -15.48)
H (-4.65, 6.15, -14.17)
H (-6.31, 5.45, -13.86)
H (-4.09, 4.18, -15.39)
H (-5.76, 3.55, -15.25)
H (-5.28, 3.66, -12.61)
H (-3.61, 4.07, -13.11)
H (-6.05, 1.47, -13.30)
H (-5.47, 1.52, -14.91)
H (-5.82, -0.87, -14.05)
H (-4.23, -0.77, -14.25)
H (-5.68, -0.07, -11.65)
H (-4.77, -1.54, -11.91)
H (-3.55, 0.15, -10.60)
H (-2.65, -0.20, -12.06)
H (-4.46, 2.18, -11.36)
H (-2.71, 2.24, -11.77)
H (-3.01, 2.04, -15.29)
H (-2.29, 1.04, -13.99)
H (-2.14, 2.74, -13.90)
C (1.79, 8.13, -21.63)
C (0.36, 7.62, -21.70)
C (0.07, 6.72, -20.50)
N (-1.40, 6.49, -20.21)
C (-2.06, 7.74, -19.71)
C (-3.42, 7.49, -19.05)
C (-3.23, 6.54, -17.88)
C (-2.75, 5.21, -18.46)
C (-1.41, 5.36, -19.18)
C (-2.14, 6.08, -21.43)
H (2.52, 7.33, -21.57)
H (1.97, 8.73, -20.73)
H (2.07, 8.76, -22.47)
H (0.09, 7.21, -22.67)
H (-0.34, 8.45, -21.54)
H (0.56, 7.11, -19.61)
H (0.50, 5.72, -20.64)
H (-1.43, 8.23, -18.96)
H (-2.07, 8.52, -20.47)
H (-3.74, 8.47, -18.69)
H (-4.17, 7.05, -19.71)
H (-2.53, 6.92, -17.13)
H (-4.16, 6.37, -17.34)
H (-2.58, 4.54, -17.61)
H (-3.46, 4.65, -19.06)
H (-0.59, 5.37, -18.47)
H (-1.19, 4.52, -19.84)
H (-2.08, 6.89, -22.15)
H (-3.20, 5.85, -21.31)
H (-1.70, 5.16, -21.83)
C (0.64, 11.06, -19.10)
N (0.57, 12.47, -18.65)
C (1.28, 12.64, -17.33)
C (1.29, 13.28, -19.70)
C (-0.81, 13.05, -18.51)
C (-1.77, 12.52, -19.57)
O (-2.26, 11.26, -19.14)
H (1.69, 10.78, -19.12)
H (0.14, 10.95, -20.05)
H (0.06, 10.45, -18.40)
H (0.63, 12.30, -16.53)
H (1.38, 13.71, -17.20)
H (2.26, 12.17, -17.36)
H (0.95, 12.95, -20.67)
H (2.36, 13.02, -19.65)
H (1.33, 14.32, -19.37)
H (-0.86, 14.14, -18.56)
H (-1.20, 12.76, -17.54)
H (-1.33, 12.50, -20.57)
H (-2.60, 13.23, -19.69)
H (-3.09, 11.04, -19.57)
C (-3.48, 11.80, -16.09)
N (-4.59, 11.77, -15.13)
C (-4.20, 12.82, -14.12)
C (-5.87, 12.24, -15.73)
C (-4.74, 10.44, -14.44)
C (-4.65, 9.18, -15.26)
O (-5.62, 9.04, -16.28)
H (-2.55, 11.44, -15.64)
H (-3.32, 12.79, -16.52)
H (-3.62, 11.09, -16.91)
H (-3.21, 12.63, -13.71)
H (-4.99, 12.87, -13.38)
H (-4.19, 13.71, -14.75)
H (-5.71, 13.18, -16.25)
H (-6.54, 12.42, -14.89)
H (-6.29, 11.42, -16.31)
H (-5.75, 10.47, -14.00)
H (-4.02, 10.52, -13.63)
H (-4.74, 8.28, -14.64)
H (-3.65, 9.06, -15.70)
H (-6.44, 8.68, -15.89)
O (-9.77, 8.38, -13.95)
C (-8.57, 8.83, -14.44)
O (-7.88, 8.09, -15.18)
O (-8.29, 10.04, -14.23)
H (-9.95, 9.23, -13.50)
O (-4.55, 9.38, -11.22)
C (-5.31, 10.35, -10.62)
O (-5.71, 10.22, -9.45)
O (-5.55, 11.42, -11.24)
H (-4.43, 8.71, -10.54)
O (-3.65, 15.58, -16.21)
C (-4.89, 16.27, -16.02)
O (-5.60, 16.21, -17.05)
O (-5.07, 16.85, -14.95)
H (-3.93, 15.45, -17.14)
O (-0.49, 10.42, -14.51)
C (0.67, 11.00, -14.00)
O (0.56, 11.85, -13.11)
O (1.79, 10.58, -14.38)
H (-0.20, 9.83, -15.22)

Atom charges from the Löwdin analysis, given in e for atoms 1 to 2: number 1, C, carries -0.087; number 2, C, carries -0.214